Entry 1:
Density functional theory data (ωB97M-V/def2-TZVPD) for C19H20N2O3 in the gas phase.

Structure (XYZ):
```
44
C19H20N2O3, DFT ωB97M-V/def2-TZVPD
C 5.03971 -1.33164 2.84758
H 2.14219 -2.64695 0.23093
H -5.74358 -1.66358 -2.45639
H 0.33804 -0.03299 -2.86261
C -1.36478 0.69455 -0.71086
O 3.66603 -3.11176 2.03894
C -4.14714 -0.56470 -1.57649
H -0.33616 3.10671 -1.40755
C -6.21641 0.82869 -0.20928
H -3.36742 -1.09982 -2.09954
C 1.92084 0.53832 -0.87015
O 1.34638 1.41472 -1.73802
C 3.54702 0.33557 0.90465
N -4.31373 2.10720 0.81282
C -3.03738 1.99294 0.63110
H -1.28908 -0.38659 -0.85765
H 0.93705 -1.30862 -1.41419
C 2.33924 -1.58822 0.15171
C 0.30694 1.02960 -2.61548
H -6.99762 1.35843 0.31127
C 3.28922 -1.03263 1.00715
H 4.27292 0.81114 1.54467
C -5.47864 -0.87334 -1.76956
H 4.91537 -2.81965 4.40088
H 6.43505 -1.91277 4.38967
C -3.86102 0.45758 -0.68566
H -0.64262 1.00230 0.05207
C 2.87364 1.10458 -0.01666
H -1.84576 1.17861 -2.76578
H 6.12842 -3.16260 3.17507
C -4.88211 1.15770 0.00034
H 5.79898 -0.88266 2.20264
H 4.58701 -0.53306 3.44058
H 3.06972 2.16192 -0.10521
C -6.49342 -0.18824 -1.09823
H 0.47117 1.60775 -3.53047
H -7.51986 -0.46755 -1.28444
C -1.06520 1.42849 -2.03863
C 5.67291 -2.37041 3.76380
C 1.65905 -0.82523 -0.77498
H -2.30327 2.59892 1.12722
O -1.13449 2.81746 -1.86930
N -2.68207 1.00997 -0.24527
C 3.96488 -1.94008 1.96929
```

energy relative to the best compared isomer or geometry (same formula, charge and spin) = 1.841 eV
charge = 0
frontier orbital gap = 8.768 eV
structure (SMILES) = CCC(=O)c1ccc(OC[C@H](O)Cn2cnc3ccccc32)cc1

***

Entry 2:
Density functional theory data (ωB97M-V/def2-TZVPD) for a gas-phase ion, C5H6N (charge +1) at a distorted geometry.

Structure (XYZ):
```
12
C5H6N, DFT ωB97M-V/def2-TZVPD
H -2.58779 -0.70371 0.96035
H 4.12933 0.22175 -0.70785
H -1.76557 1.56872 0.51837
C 2.36598 0.06793 0.00063
C -2.72186 -0.34859 -0.09994
C 1.16514 0.35073 -0.20451
N 3.62146 -0.23035 -0.04405
C -1.54262 0.52721 0.06856
H -3.72457 0.14875 -0.15543
C -0.20419 0.41700 -0.14932
H -2.72078 -1.21204 -0.81015
H 3.98547 -0.80740 0.62333
```

energy relative to the best compared isomer or geometry (same formula, charge and spin) = 1.936 eV
charge = +1
frontier orbital gap (alpha / beta) = 7.261 / 6.866 eV
2S+1 = 3

***

Entry 3:
Density functional theory data (ωB97M-V/def2-TZVPD) for 3 unconnected molecules or ions with the total composition C4H12NO4 at a distorted geometry.

Structure (XYZ):
```
21
C4H12NO4, DFT ωB97M-V/def2-TZVPD
C -1.27478 1.22896 -1.00727
H -1.02718 -2.22841 -1.39767
H 0.42006 -2.56312 -1.50835
O 0.66884 2.32449 0.71002
O 2.01348 -1.51824 -1.41653
H 2.70898 -1.82800 -0.80948
H 1.91714 -0.62850 -0.97914
C -1.62265 -0.42484 2.32195
H -1.10012 1.46082 1.85815
H -2.14614 -0.01395 3.17657
H -0.51095 1.78278 -1.54479
H -0.69054 -0.88518 2.63254
O -0.41227 -2.63763 -2.01821
H -2.35772 -1.15462 1.97089
H -1.85166 0.67372 -1.75397
H -0.55599 -0.57817 -0.14996
C -0.63895 0.44929 0.17449
N -1.45004 0.65696 1.37138
H -1.85301 2.06688 -0.63560
C 0.73401 1.11351 0.42831
O 1.79202 0.42631 0.35435
```

energy relative to the best compared isomer or geometry (same formula, charge and spin) = 1.235 eV
charge = -1
frontier orbital gap = 8.153 eV

***

Entry 4:
Density functional theory data (ωB97M-V/def2-TZVPD) for 5 unconnected molecules or ions with the total composition C30H47N4O14 at a distorted geometry.

Structure (XYZ):
```
95
C30H47N4O14, DFT ωB97M-V/def2-TZVPD
C 4.14355 -3.24244 1.53045
H -1.39189 -1.23733 -6.23858
O -6.39497 -1.88972 2.66359
H -1.43161 -1.09022 1.31575
C -3.64777 1.52281 -0.06089
C 2.97308 0.15591 -1.46460
H -9.16385 0.14778 0.95236
C -0.59625 -0.63035 1.85018
H -1.05929 4.11528 -0.78774
C 0.61798 -2.25314 2.81884
C -3.23237 -1.00091 -1.54311
H 6.47680 0.82198 2.90816
C 1.31690 -1.00794 -2.73140
H -3.97805 4.14827 -0.98026
H -4.54891 0.22300 1.48853
C -7.15079 -0.98608 2.51573
H 2.09900 -2.45564 -1.30711
H 3.10302 -1.97331 -3.69026
O 1.82826 0.25373 -2.35144
H -0.73103 2.35170 -0.69913
H 4.94925 -3.92160 1.24013
O 7.89267 3.76901 4.92598
H -0.24606 0.20058 3.82526
H 3.36102 -2.42446 3.37534
H 4.93957 0.74509 4.74987
O 1.36500 -3.17634 2.94175
H -2.70851 5.01285 -1.92513
H 3.82869 -0.27134 -2.05270
C 4.91936 -1.13606 1.45535
O -2.15419 0.28061 -3.32591
H -1.85700 -0.51463 3.61050
H -0.56855 0.26978 -6.20333
H -0.21178 3.22334 -2.17422
C -2.82159 0.28895 -2.05481
H -0.65033 0.37402 -1.87330
C 5.22445 1.74380 4.41969
N 1.24711 -2.00549 -4.95815
N -0.02603 -0.90541 -3.43090
H 4.46873 2.20382 -2.86618
H 0.16038 -3.86697 -1.29963
O 6.81306 2.83231 3.17973
C -3.87587 -1.05440 -0.22838
H 2.38665 -0.38935 -4.43987
H -8.16892 1.61097 1.10200
H 1.00496 -2.91184 -4.53645
H 0.59002 -1.70445 -0.69495
C 1.07444 -2.10856 -1.64272
C 2.19309 -1.40264 -3.98705
C 5.90772 1.73510 3.08035
H 5.10165 2.96673 -1.31061
H 3.53401 1.64450 0.05364
H 1.09752 -3.87981 -2.60962
C 7.05604 3.03935 4.50252
C -4.26248 -2.48258 0.30174
C 3.33493 1.65635 -1.04980
H 2.48625 2.35997 -1.23659
O -8.08181 -0.60487 3.42585
C 4.67859 2.04615 -1.77953
H 2.77722 -0.38563 -0.50952
H 5.21377 1.87855 2.25647
H -3.78635 2.46565 0.51658
C -2.44985 2.84679 -2.05594
C 0.08134 -1.11125 -4.78817
N 0.36864 -3.32124 -2.14526
H 5.40285 1.20870 -1.59479
O 0.55819 -1.46502 1.71173
H -2.24313 2.69097 -3.14843
H -3.76382 -3.25341 -0.35194
O 6.21494 2.29932 5.27838
C -2.99945 1.56870 -1.35981
H -0.28978 1.25616 -3.40139
O 4.22773 -2.05891 0.73611
N -0.67912 -0.65789 -5.78912
H 4.80631 -3.42843 3.58255
C -4.07291 0.22185 0.47788
C -1.02104 3.18575 -1.40317
H -3.85261 -2.67072 1.33165
H -5.36649 -2.63942 0.24598
H 3.18847 -3.74305 1.38412
O -0.27206 -1.85651 3.75727
C 4.30737 -2.71744 2.92574
H -4.00743 4.20945 -2.85159
C -8.35213 0.61861 1.51199
H -9.67629 0.71516 3.22493
C -8.61543 0.64281 2.99023
H -8.08385 1.45117 3.49864
H -0.41395 0.36035 1.43408
O 5.10958 -1.54700 2.73428
C -3.38863 4.11358 -1.92646
H -3.04045 -1.90330 -2.17527
C -0.75221 0.31718 -2.99030
O -7.18534 -0.19886 1.40522
O 5.30723 -0.09615 1.01444
C -0.80622 -0.60115 3.33791
H 4.34102 2.38875 4.43602
```

charge = +1
frontier orbital gap = 6.736 eV